(1)
{
  "formula": "C20H42BeCa2ClFLiN7O10P3S2",
  "method": "ωB97M-V with the def2-TZVPD basis set",
  "fmax_ev_per_a": 3.8,
  "homo_energy_ev": -4.48,
  "energy_ha": -5680.232960,
  "multiplicity": 1,
  "total_charge": -1,
  "e_lumo_ev": -3.374,
  "symbols": ["C", "C", "S", "C", "C", "C", "C", "C", "N", "N", "N", "C", "P", "O", "C", "P", "N", "C", "N", "S", "N", "C", "H", "H", "H", "H", "H", "H", "H", "H", "H", "H", "H", "H", "H", "H", "H", "H", "H", "H", "H", "H", "O", "C", "C", "O", "H", "H", "H", "H", "Li", "Be", "F", "Ca", "C", "O", "C", "C", "N", "C", "C", "O", "C", "H", "H", "H", "H", "H", "H", "H", "H", "H", "H", "H", "H", "H", "H", "H", "C", "O", "H", "H", "H", "O", "P", "O", "O", "O", "Ca", "Cl"],
  "xyz": [[4.615, -1.608, -2.834], [4.179, -0.376, -3.719], [2.326, -0.249, -3.939], [1.705, -0.345, -2.200], [0.163, -0.549, -2.061], [-0.587, -1.704, -2.541], [0.140, -2.852, -3.311], [0.608, -4.068, -2.345], [1.615, -4.871, -3.091], [-0.528, -4.883, -1.914], [1.206, -3.392, -1.137], [-2.096, -1.747, -2.265], [-3.172, -3.193, -2.791], [-2.877, -3.692, -4.185], [-2.804, -0.678, -1.545], [-4.648, -0.771, -1.162], [-4.918, -2.117, -0.325], [-2.106, 0.572, -1.057], [-2.671, 1.633, -0.388], [-1.334, 2.635, -0.151], [-0.093, 1.746, -0.837], [-0.617, 0.556, -1.357], [4.224, -2.595, -3.226], [4.279, -1.535, -1.758], [5.753, -1.725, -2.773], [4.480, 0.543, -3.137], [4.728, -0.325, -4.701], [2.188, -1.155, -1.578], [1.980, 0.634, -1.702], [1.077, -2.518, -3.836], [-0.507, -3.334, -4.100], [2.071, -5.453, -2.373], [2.346, -4.241, -3.441], [-1.140, -5.131, -2.694], [-1.042, -4.342, -1.216], [2.214, -3.422, -1.295], [0.943, -3.963, -0.329], [-2.982, -4.198, -1.781], [-4.565, -2.865, -2.743], [-5.411, -0.807, -2.363], [-4.981, 0.334, -0.313], [-5.291, -1.861, 0.599], [4.654, 3.550, -6.035], [4.872, 2.805, -4.984], [5.840, 3.609, -3.958], [6.083, 2.866, -2.867], [5.370, 1.830, -5.149], [3.989, 2.512, -4.379], [5.340, 4.567, -3.773], [6.709, 3.920, -4.557], [4.178, 5.470, -2.787], [-0.815, 2.263, 2.394], [3.297, 5.067, -0.395], [4.721, 3.639, -0.011], [-0.158, -0.025, 5.447], [-1.481, -0.189, 4.924], [-1.872, -1.543, 4.742], [-2.916, -1.955, 5.775], [-2.332, -2.063, 7.110], [-3.314, -2.153, 8.187], [-4.305, -0.993, 8.359], [-3.718, 0.217, 8.811], [-3.092, 0.991, 7.799], [0.119, 1.027, 5.337], [-0.110, -0.277, 6.520], [0.565, -0.636, 4.894], [-1.015, -2.224, 4.745], [-2.333, -1.600, 3.749], [-3.343, -2.924, 5.492], [-3.717, -1.206, 5.740], [-1.744, -1.256, 7.286], [-2.746, -2.244, 9.118], [-3.877, -3.087, 8.070], [-5.007, -1.287, 9.147], [-4.917, -0.821, 7.466], [-3.607, 0.913, 6.837], [-2.044, 0.702, 7.698], [-3.107, 2.037, 8.113], [0.631, 5.390, -1.972], [1.214, 6.175, -2.860], [1.305, 4.725, -1.390], [0.049, 5.871, -1.159], [-0.108, 4.653, -2.361], [0.101, 7.750, -5.543], [-0.770, 6.519, -5.792], [0.118, 5.347, -6.208], [-1.777, 6.801, -6.907], [-1.526, 6.169, -4.509], [6.987, -2.257, -4.283], [1.137, -0.738, 8.039]]
}



(2)
{
  "formula": "C20H42FN2O4",
  "method": "ωB97M-V with the def2-TZVPD basis set",
  "fmax_ev_per_a": 0.7,
  "homo_energy_ev": -12.71,
  "energy_ha": -1297.234443,
  "multiplicity": 1,
  "total_charge": 1,
  "e_lumo_ev": -2.737,
  "symbols": ["C", "C", "C", "C", "C", "C", "C", "C", "C", "C", "C", "C", "N", "C", "C", "F", "C", "C", "C", "C", "O", "C", "O", "H", "H", "H", "H", "H", "H", "H", "H", "H", "H", "H", "H", "H", "H", "H", "H", "H", "H", "H", "H", "H", "H", "H", "H", "H", "H", "H", "H", "H", "H", "H", "H", "H", "H", "H", "H", "H", "H", "H", "C", "N", "O", "O", "H", "H", "H"],
  "xyz": [[5.350, 0.414, 2.298], [5.312, 0.788, 0.817], [3.906, 0.639, 0.226], [3.877, 0.503, -1.296], [4.605, -0.721, -1.879], [4.456, -2.066, -1.151], [3.329, -2.972, -1.660], [1.924, -2.346, -1.631], [1.163, -2.631, -0.315], [-0.083, -3.501, -0.523], [-1.263, -2.680, -1.095], [-2.167, -2.301, 0.070], [-3.243, -1.240, -0.180], [-3.379, -0.806, -1.606], [-4.525, 0.196, -1.792], [-5.091, -0.053, -3.016], [-3.107, -0.087, 0.785], [-1.849, 0.757, 0.569], [-2.094, 2.242, 0.899], [-0.792, 3.022, 1.105], [-0.457, 3.755, -0.080], [-0.044, 2.962, -1.088], [-0.377, 3.106, -2.214], [6.355, 0.501, 2.712], [4.992, -0.606, 2.454], [4.700, 1.078, 2.876], [6.022, 0.170, 0.263], [5.615, 1.834, 0.720], [3.316, 1.520, 0.507], [3.400, -0.213, 0.697], [2.839, 0.538, -1.638], [4.351, 1.395, -1.724], [4.263, -0.849, -2.913], [5.667, -0.480, -1.955], [4.343, -1.931, -0.071], [5.392, -2.617, -1.277], [3.309, -3.862, -1.022], [3.564, -3.321, -2.668], [1.344, -2.751, -2.467], [1.976, -1.272, -1.802], [1.824, -3.094, 0.420], [0.838, -1.681, 0.135], [-0.371, -3.935, 0.440], [0.153, -4.317, -1.206], [-0.853, -1.797, -1.588], [-1.809, -3.273, -1.829], [-2.701, -3.191, 0.405], [-1.564, -1.953, 0.907], [-4.132, -1.686, 0.051], [-3.615, -1.684, -2.205], [-2.440, -0.380, -1.941], [-4.162, 1.226, -1.780], [-5.294, 0.096, -1.019], [-4.030, 0.492, 0.763], [-3.065, -0.537, 1.778], [-1.067, 0.380, 1.233], [-1.459, 0.661, -0.448], [-2.700, 2.289, 1.806], [-2.645, 2.708, 0.078], [0.038, 2.357, 1.374], [-0.897, 3.753, 1.902], [0.699, 2.210, -0.767], [-5.766, 4.141, 3.068], [-4.901, 2.929, 3.087], [-5.217, 1.980, 2.389], [-3.918, 2.956, 3.794], [-6.594, 3.957, 2.395], [-6.102, 4.309, 4.087], [-5.147, 4.969, 2.737]]
}



(3)
{
  "formula": "C20H42GaNP3Se",
  "method": "ωB97M-V with the def2-TZVPD basis set",
  "fmax_ev_per_a": 2.1,
  "homo_energy_ev": [-16.55, -16.54],
  "energy_ha": -6191.225202,
  "multiplicity": 1,
  "total_charge": 3,
  "e_lumo_ev": [-12.915, -13.268],
  "symbols": ["Ga", "P", "P", "P", "H", "C", "C", "H", "C", "C", "C", "C", "C", "C", "C", "C", "C", "H", "H", "H", "H", "H", "H", "H", "H", "H", "H", "H", "H", "H", "H", "H", "H", "H", "H", "H", "H", "H", "H", "H", "H", "H", "H", "H", "H", "H", "C", "C", "C", "C", "C", "C", "Se", "H", "H", "H", "H", "H", "H", "C", "C", "C", "N", "H", "H", "H", "H", "H"],
  "xyz": [[-0.251, 0.332, -0.107], [-1.482, -1.072, 2.232], [0.810, 1.622, 1.730], [-1.226, -1.458, -1.402], [5.802, 1.724, -4.058], [5.102, 1.654, -4.901], [3.963, 2.379, -4.878], [3.737, 3.142, -4.112], [-0.537, -2.462, 3.018], [-1.959, -0.067, 3.709], [-3.135, -1.840, 1.922], [2.209, 2.509, 0.958], [-0.191, 2.937, 2.477], [1.630, 0.777, 3.130], [-0.414, -1.364, -3.034], [-2.996, -1.289, -1.745], [-0.936, -3.175, -0.865], [5.488, 1.032, -5.727], [3.180, 2.293, -5.638], [-1.111, -2.878, 3.862], [0.432, -2.086, 3.380], [-0.342, -3.244, 2.268], [-2.493, -0.724, 4.414], [-2.647, 0.738, 3.408], [-1.092, 0.378, 4.217], [-3.583, -2.109, 2.892], [-3.061, -2.736, 1.291], [-3.796, -1.113, 1.430], [2.672, 3.147, 1.726], [1.840, 3.131, 0.133], [2.947, 1.805, 0.552], [0.293, 3.256, 3.412], [-1.208, 2.587, 2.690], [-0.249, 3.780, 1.776], [2.153, 1.540, 3.724], [2.366, 0.061, 2.739], [0.925, 0.223, 3.760], [-0.899, -2.108, -3.685], [0.666, -1.560, -2.959], [-0.553, -0.356, -3.447], [-3.229, -1.828, -2.674], [-3.235, -0.226, -1.862], [-3.605, -1.676, -0.918], [-1.210, -3.851, -1.687], [-1.510, -3.424, 0.035], [0.130, -3.314, -0.635], [2.848, -1.225, -0.817], [2.911, -0.086, -1.632], [3.861, -0.051, -2.631], [4.737, -1.114, -2.859], [4.714, -2.231, -1.997], [3.776, -2.280, -0.973], [1.567, -1.403, 0.538], [0.038, 1.381, -1.241], [2.224, 0.753, -1.482], [3.885, 0.847, -3.236], [5.420, -1.032, -3.704], [5.409, -3.062, -2.123], [3.723, -3.120, -0.286], [-5.828, 1.691, 1.569], [-4.727, 2.470, 0.820], [-3.529, 1.686, 0.583], [-2.574, 1.036, 0.418], [-6.114, 0.785, 1.026], [-6.734, 2.283, 1.692], [-5.487, 1.390, 2.564], [-5.085, 2.823, -0.159], [-4.428, 3.371, 1.383]]
}